1.
Molecular formula: C16H32F3NO4
Method: DFT, ωB97M-V with the def2-TZVPD basis set

Structure (XYZ):
```
56
Properties=species:S:1:pos:R:3:lowdin_charge:R:1
C 6.44465 -7.18813 -2.45979 -0.083
C 6.55503 -5.88142 -1.68159 -0.262
N 5.40873 -5.54235 -0.85105 -0.215
C 5.30626 -4.14897 -0.53829 -0.303
C 4.57144 -3.47074 -1.64130 -0.094
C 5.20540 -6.46601 0.29885 -0.225
C 6.24863 -6.26452 1.41673 -0.094
H 6.54318 -8.06803 -1.82404 0.065
H 7.35855 -7.12353 -3.05032 0.066
H 5.71487 -7.32909 -3.25706 0.075
H 7.47784 -5.82447 -1.10428 0.111
H 6.57204 -5.09907 -2.44037 0.103
H 4.79598 -3.97488 0.40902 0.114
H 6.32068 -3.77802 -0.39187 0.117
H 4.38407 -2.43177 -1.37013 0.072
H 5.27492 -3.43838 -2.47327 0.061
H 3.67825 -3.95683 -2.03375 0.083
H 5.03143 -7.52588 0.11312 0.110
H 4.29049 -6.11301 0.77468 0.101
H 6.38039 -5.25610 1.80895 0.068
H 7.20805 -6.72407 1.17918 0.063
H 5.70931 -6.85554 2.15694 0.067
C -1.40021 1.63720 -2.17509 -0.045
C -1.90946 0.36229 -2.93622 -0.168
O -3.31683 0.43842 -3.27529 0.019
C -4.23351 0.04416 -2.38420 -0.316
O -3.95016 -0.49810 -1.28720 0.106
C -5.68894 0.44021 -2.64047 -0.645
F -6.44698 0.21010 -1.59910 0.200
F -5.72644 1.66204 -3.00308 0.233
F -6.21699 -0.28473 -3.63572 0.161
H -0.33894 1.74037 -1.94890 0.078
H -2.00101 1.76701 -1.27493 0.072
H -1.68729 2.49519 -2.78301 0.072
H -1.79811 -0.48562 -2.26039 0.111
H -1.38304 0.18421 -3.87391 0.122
C -0.04192 7.23472 2.86254 -0.019
C 0.53814 6.21529 1.86494 -0.508
O 0.24747 6.21417 0.71212 0.075
C 1.50959 5.15616 2.41967 -0.022
H -0.43309 6.66724 3.70697 0.078
H -0.86009 7.73135 2.34095 0.077
H 0.70046 7.99898 3.09248 0.083
H 2.35333 5.62600 2.92510 0.083
H 1.73094 4.43521 1.63269 0.077
H 0.84667 4.57466 3.06036 0.077
C -8.59022 4.07404 3.45251 -0.036
C -8.73233 5.51968 3.17234 -0.530
O -8.75400 6.29797 4.11083 0.061
C -8.77806 5.94771 1.76663 -0.027
H -9.58324 3.76354 3.77749 0.092
H -7.96252 3.79388 4.29844 0.089
H -8.32030 3.39990 2.63963 0.079
H -9.68660 5.58712 1.28430 0.094
H -7.89298 5.49172 1.32300 0.089
H -8.67349 7.01886 1.59399 0.088
```

2S+1: 1
LUMO energy: 0.56 eV
SMILES: CCOC(=O)C(F)(F)F.CCN(CC)CC.CC(C)=O.CC(C)=O

2.
Molecular formula: C16H32O18S4
Method: DFT, ωB97M-V with the def2-TZVPD basis set

Structure (XYZ):
```
70
Properties=species:S:1:pos:R:3:lowdin_charge:R:1
C 4.63865 8.69879 1.22825 -0.136
C 4.20480 7.24004 1.35697 -0.190
C 3.83357 6.97837 -0.01425 -0.215
O 4.92131 7.56740 -0.74436 -0.148
C 5.50535 8.63525 -0.04187 -0.203
H 5.11132 8.97595 2.17052 0.107
H 3.77481 9.31309 0.97425 0.098
H 3.37889 6.81683 1.92871 0.115
H 5.07316 6.62483 1.59269 0.105
H 2.92519 7.47242 -0.35904 0.125
H 3.82713 5.92900 -0.30902 0.134
H 5.41981 9.55509 -0.62038 0.107
H 6.57983 8.53942 0.11438 0.107
C -0.71457 10.19054 2.96914 -0.124
C -0.86263 8.77601 3.41312 -0.130
C 0.12680 8.02781 2.48354 -0.100
O 1.08569 8.97066 2.24229 0.117
C 0.81331 10.26998 2.83325 -0.031
H -1.01380 10.84445 3.78828 0.143
H -1.24626 10.45162 2.05413 0.142
H -1.89864 8.48724 3.23599 0.138
H -0.60734 8.56191 4.45095 0.139
H -0.33831 7.79965 1.52452 0.188
H 0.51050 7.13062 2.96927 0.173
H 1.23478 11.11662 2.29134 0.152
H 1.22982 10.25206 3.84038 0.143
C 4.48278 9.98097 5.33458 -0.145
C 3.43977 11.10705 5.57301 -0.164
O 3.60547 11.64101 6.90097 -0.187
S 4.86476 11.00261 7.66898 0.742
O 4.45344 10.56780 9.01463 -0.241
O 6.08259 11.86734 7.58693 -0.254
O 4.93090 9.67857 6.67704 -0.207
H 5.31114 10.46186 4.81433 0.123
H 4.08698 9.17498 4.71665 0.121
H 2.45290 10.67912 5.39678 0.091
H 3.42467 11.94588 4.87715 0.121
C 8.79942 5.81021 3.62711 -0.133
C 7.59706 5.62234 2.71258 -0.179
O 7.41842 4.20086 2.66569 -0.235
S 8.86762 3.33245 2.89176 0.758
O 9.71417 3.38142 1.65790 -0.269
O 8.66528 2.08245 3.58986 -0.217
O 9.32853 4.48820 3.92539 -0.220
H 8.59682 6.31205 4.57326 0.132
H 9.62644 6.31720 3.13001 0.131
H 7.77268 5.93708 1.68389 0.113
H 6.71030 6.06520 3.16601 0.119
C 6.78988 12.30606 0.16030 -0.167
C 5.76710 12.87251 -0.86146 -0.139
O 4.53936 12.72382 -0.17639 -0.209
S 4.76012 12.93596 1.44567 0.732
O 3.95628 11.83193 2.11794 -0.329
O 4.54693 14.29319 1.87701 -0.209
O 6.29998 12.50035 1.44902 -0.182
H 7.69435 12.91295 0.20180 0.139
H 7.11614 11.27350 0.03582 0.125
H 5.78025 12.46158 -1.87095 0.144
H 5.82466 13.95674 -0.95750 0.131
C 6.71015 5.81696 -2.71231 -0.219
C 7.22761 5.55706 -1.32517 -0.176
O 7.89997 6.77098 -1.06485 -0.235
S 8.22671 7.77524 -2.36699 0.790
O 9.67615 8.04463 -2.46514 -0.234
O 7.30534 8.92080 -2.49073 -0.263
O 7.66347 6.58650 -3.38330 -0.177
H 5.78510 6.39282 -2.68480 0.118
H 6.46270 4.85328 -3.15749 0.144
H 7.89378 4.69559 -1.27820 0.143
H 6.35903 5.47315 -0.67201 0.120
```

Energy relative to the best compared isomer or geometry (same formula, charge and spin): 74.9 kJ/mol
<S²>: 0.7542
2S+1: 2
LUMO energy (alpha / beta): -3.19 / -9.36 eV
Net charge: +1

3.
Molecular formula: C16H32O26Rb2S5
Method: DFT, ωB97M-V with the def2-TZVPD basis set

Structure (XYZ):
```
81
Properties=species:S:1:pos:R:3:lowdin_charge:R:1
Rb -2.11783 -1.00254 -3.76362 0.961
Rb 0.37302 2.80511 0.93693 1.055
S -0.86715 0.39400 -0.90577 0.162
O -2.17475 0.80880 -1.43609 -0.449
O -0.40730 -0.81971 -1.60798 -0.487
O 0.12470 1.44737 -1.22803 -0.548
O -0.85602 0.23111 0.57050 -0.442
C 2.88775 -0.21445 -4.78533 -0.049
C 3.34072 -1.66783 -4.79760 -0.176
O 2.94366 -2.35721 -3.61211 0.046
C 1.68805 -2.71453 -3.44896 -0.631
O 0.79210 -2.43622 -4.21290 0.061
O 1.58371 -3.44839 -2.35993 0.036
C 0.30879 -4.05968 -2.13669 -0.015
H 3.26092 0.31243 -3.90443 0.069
H 1.81119 -0.10518 -4.86956 0.073
H 3.41315 0.30956 -5.59019 0.084
H 4.42590 -1.67959 -4.80076 0.129
H 2.89030 -2.18901 -5.64328 0.128
H 0.55527 -4.90164 -1.49318 0.096
H -0.17903 -4.34985 -3.06193 0.102
H -0.37143 -3.43877 -1.55315 0.067
C -1.60009 0.65197 4.95386 -0.039
C -0.75443 -0.14201 3.97332 -0.201
O 0.61338 -0.21915 4.40124 0.066
C 1.40397 0.79247 4.09321 -0.605
O 1.11935 1.71108 3.35662 -0.024
O 2.57787 0.58451 4.64466 0.046
C 3.61700 1.48437 4.34656 -0.035
H -1.67293 0.18434 5.93158 0.085
H -2.57878 0.72223 4.46389 0.085
H -1.31680 1.69909 5.06673 0.082
H -0.81101 0.30787 2.98012 0.091
H -1.14061 -1.14684 3.81411 0.126
H 3.40555 2.54318 4.50755 0.101
H 3.87703 1.44059 3.28042 0.093
H 4.52376 1.20402 4.87161 0.103
C 0.04171 -2.80938 1.28967 -0.151
C -1.43976 -2.56599 0.95974 -0.168
O -2.13117 -3.77582 1.30775 -0.186
S -1.15285 -5.02360 1.48876 0.633
O -1.05579 -5.76378 0.27145 -0.231
O -1.51234 -5.66486 2.70824 -0.218
O 0.20405 -4.15792 1.72812 -0.168
H 0.35840 -2.12791 2.07850 0.119
H 0.67872 -2.62791 0.42371 0.118
H -1.57461 -2.35554 -0.09775 0.094
H -1.85577 -1.76465 1.55634 0.095
C -4.31294 -0.32963 0.37803 -0.132
C -4.18741 1.13014 0.73767 -0.179
O -5.23208 1.34509 1.68934 -0.194
S -6.53677 0.48144 1.27406 0.626
O -7.47635 1.30207 0.58879 -0.222
O -6.88438 -0.30043 2.40439 -0.220
O -5.76189 -0.45309 0.19852 -0.210
H -4.07333 -1.04085 1.16559 0.133
H -3.93333 -0.50962 -0.62033 0.110
H -4.39209 1.74169 -0.14330 0.132
H -3.22519 1.41720 1.15059 0.120
C 2.54626 0.17515 0.42764 -0.179
C 2.84679 -0.06224 -1.05635 -0.163
O 4.26857 -0.26878 -1.09048 -0.177
S 4.66839 -1.11224 0.21475 0.615
O 5.96895 -0.77093 0.68299 -0.217
O 4.34354 -2.47668 -0.03201 -0.208
O 3.60597 -0.41503 1.18400 -0.183
H 1.60298 -0.29821 0.69720 0.104
H 2.48196 1.23639 0.66380 0.074
H 2.64841 0.79202 -1.69595 0.120
H 2.21882 -0.86835 -1.43756 0.109
C -1.47965 4.30492 -1.86203 -0.190
C -0.30430 4.24111 -2.82576 -0.107
O 0.11742 5.64874 -2.83913 -0.211
S -0.06333 6.32817 -1.38182 0.636
O -0.84630 7.50472 -1.54409 -0.205
O 1.16329 6.32102 -0.65791 -0.223
O -0.97538 5.10713 -0.82713 -0.244
H -1.69452 3.30856 -1.47032 0.103
H -2.36963 4.66696 -2.37990 0.144
H -0.55090 4.02319 -3.85881 0.139
H 0.56887 3.72624 -2.43044 0.119
```

Energy relative to the best compared isomer or geometry (same formula, charge and spin): 0.0 kJ/mol
2S+1: 1
LUMO energy: -1.00 eV

4.
Molecular formula: C16H32O8S4
Method: DFT, ωB97M-V with the def2-TZVPD basis set

Structure (XYZ):
```
60
Properties=species:S:1:pos:R:3:lowdin_charge:R:1
C 2.67031 1.95408 -2.14415 -0.165
C 2.75702 1.50434 -3.60685 -0.168
C 1.28326 1.32698 -4.11800 -0.081
S 0.55562 2.95554 -3.49989 0.848
O -0.82914 2.87871 -3.03820 -0.201
O 0.95291 4.10083 -4.29451 -0.161
C 1.70770 3.12104 -2.08014 -0.125
H 3.62595 2.02456 -1.62464 0.144
H 2.23993 1.05156 -1.71018 0.112
H 3.14194 0.52440 -3.88910 0.140
H 3.27205 2.19309 -4.27652 0.128
H 0.68675 0.55713 -3.62848 0.085
H 1.01816 1.29429 -5.17476 0.127
H 1.02807 3.07463 -1.22923 0.123
H 2.17703 4.10471 -2.09535 0.127
C 0.67514 -3.09328 -0.73420 -0.207
C -0.71355 -3.33590 -0.21368 -0.206
C -1.48456 -2.06018 -0.39105 -0.245
S -1.04075 -1.42848 -1.94885 0.728
O -0.85722 0.05276 -1.82399 -0.396
O -1.75056 -2.03010 -3.09051 -0.309
C 0.64327 -2.17870 -1.97431 -0.196
H 0.99050 -4.09800 -1.01556 0.126
H 1.28972 -2.61301 0.02720 0.111
H -0.58755 -3.52362 0.85262 0.116
H -1.33094 -4.08323 -0.71212 0.135
H -1.40168 -1.35322 0.43444 0.128
H -2.52866 -2.12914 -0.69629 0.112
H 1.22299 -1.30884 -1.66553 0.068
H 0.88152 -2.67298 -2.91613 0.108
C -3.07645 3.96783 -0.08398 -0.259
C -4.46380 4.39697 -0.38025 -0.187
C -5.48243 3.15276 -0.36153 -0.186
S -4.51221 1.67051 0.02416 0.713
O -4.78960 0.60037 -0.95015 -0.342
O -4.71392 1.49045 1.46392 -0.330
C -2.98610 2.56316 -0.43729 -0.282
H -3.12240 3.87516 1.00110 0.124
H -2.30010 4.61335 -0.49469 0.127
H -4.47388 4.77086 -1.40408 0.110
H -4.79227 5.20942 0.26793 0.116
H -5.87327 2.87430 -1.34020 0.090
H -6.35710 3.18317 0.28819 0.101
H -2.96626 2.47899 -1.52386 0.094
H -2.21409 1.86065 -0.12333 0.096
C 3.36783 -2.86723 5.58422 -0.222
C 4.00930 -2.43292 4.29156 -0.260
C 2.86607 -2.10388 3.29351 -0.191
S 1.43586 -3.28248 3.74741 0.674
O 1.38602 -4.33397 2.85433 -0.311
O 0.21561 -2.48827 3.97759 -0.347
C 2.26170 -3.87903 5.31060 -0.184
H 2.89913 -1.90510 5.79094 0.116
H 4.10425 -3.05056 6.36665 0.125
H 4.57835 -3.24211 3.83386 0.107
H 4.86225 -1.76002 4.20328 0.118
H 3.31501 -2.08918 2.30037 0.093
H 2.45834 -1.14225 3.60515 0.086
H 2.43242 -4.90454 4.98303 0.095
H 1.63650 -4.03636 6.18951 0.108
```

<S²>: 0.7585
2S+1: 2
LUMO energy (alpha / beta): -2.79 / -9.43 eV
Net charge: +1